[1]
{
  "formula": "C31H21AlCl4F5N3O7S2",
  "method": "the ωB97M-V functional and the def2-TZVPD basis",
  "energy_ha": -5263.8480,
  "relative_energy_kj_mol": 109.3,
  "elements": ["Al", "F", "C", "C", "F", "C", "F", "C", "S", "C", "F", "C", "F", "O", "N", "O", "O", "Cl", "C", "C", "C", "C", "C", "C", "N", "C", "C", "N", "C", "O", "C", "C", "C", "Cl", "S", "C", "C", "C", "Cl", "C", "H", "H", "H", "H", "H", "H", "H", "H", "H", "H", "H", "H", "H", "C", "C", "C", "C", "Cl", "C", "C", "C", "O", "C", "C", "O", "O", "H", "H", "H", "H", "H", "H", "H", "H"],
  "positions_angstrom": [[0.596, 1.876, -2.477], [0.872, 3.323, 3.923], [1.203, 3.212, 2.643], [1.242, 1.971, 2.047], [0.945, 0.883, 2.754], [1.607, 1.873, 0.726], [1.652, 0.647, 0.188], [1.925, 2.981, -0.048], [2.463, 2.801, -1.735], [1.861, 4.217, 0.576], [2.145, 5.330, -0.095], [1.504, 4.337, 1.907], [1.446, 5.535, 2.487], [0.185, 2.570, -6.277], [0.574, 1.811, -5.423], [1.064, 0.702, -5.594], [0.380, 2.195, -4.177], [-3.984, -4.094, 0.137], [-2.300, -4.144, -0.270], [-1.388, -3.410, 0.468], [-0.046, -3.463, 0.124], [0.410, -4.215, -0.954], [1.868, -4.209, -1.375], [2.122, -3.344, -2.624], [1.301, -2.131, -2.703], [-0.015, -2.067, -3.133], [-0.401, -0.783, -2.973], [0.666, -0.058, -2.444], [1.672, -0.899, -2.333], [2.739, -3.941, -0.277], [3.113, -2.598, 0.010], [3.802, -2.582, 1.332], [4.972, -1.943, 1.589], [5.904, -1.012, 0.483], [5.485, -2.124, 3.210], [4.120, -3.089, 3.576], [3.312, -3.252, 2.499], [-0.539, -4.947, -1.659], [-0.067, -5.907, -3.038], [-1.884, -4.926, -1.331], [-1.723, -2.796, 1.294], [0.660, -2.908, 0.726], [2.121, -5.220, -1.681], [1.918, -3.936, -3.510], [3.168, -3.055, -2.653], [-0.542, -2.931, -3.512], [-1.360, -0.331, -3.171], [2.649, -0.641, -1.952], [2.239, -1.943, 0.039], [3.795, -2.209, -0.747], [3.992, -3.484, 4.575], [2.401, -3.840, 2.508], [-2.597, -5.506, -1.902], [-5.443, 1.883, 2.361], [-4.260, 2.813, 2.420], [-3.902, 3.458, 3.591], [-2.804, 4.307, 3.632], [-2.402, 5.121, 5.122], [-2.036, 4.512, 2.508], [-2.370, 3.859, 1.323], [-3.483, 3.031, 1.280], [-3.908, 2.381, 0.154], [-3.104, 2.509, -0.989], [-1.800, 1.737, -0.859], [-1.686, 0.758, -0.167], [-0.832, 2.271, -1.591], [-6.050, 1.975, 3.263], [-5.114, 0.844, 2.269], [-6.067, 2.094, 1.492], [-4.488, 3.300, 4.490], [-1.186, 5.182, 2.549], [-1.747, 4.018, 0.451], [-2.899, 3.547, -1.237], [-3.666, 2.070, -1.813]]
}

---

[2]
{
  "formula": "C31H21BiCl2F3N2O9Sb",
  "method": "the ωB97M-V functional and the def2-TZVPD basis",
  "energy_ha": -3655.6317,
  "relative_energy_kj_mol": 45.6,
  "charge": -2,
  "elements": ["Bi", "N", "C", "C", "O", "N", "C", "C", "O", "O", "H", "H", "H", "H", "H", "H", "O", "C", "O", "C", "O", "O", "Cl", "C", "C", "C", "Cl", "C", "O", "C", "C", "O", "C", "H", "H", "H", "F", "C", "C", "C", "C", "C", "C", "Sb", "C", "C", "C", "C", "F", "C", "C", "C", "C", "C", "C", "F", "C", "C", "H", "H", "H", "H", "H", "H", "H", "H", "H", "H", "H", "H"],
  "positions_angstrom": [[1.359, -1.613, -0.866], [-0.586, -3.092, -1.094], [-1.646, -2.468, -1.888], [-1.032, -1.802, -3.126], [-1.664, -1.799, -4.191], [0.164, -1.286, -2.867], [1.018, -0.863, -3.951], [2.427, -1.449, -3.794], [3.181, -1.470, -4.756], [2.750, -1.866, -2.602], [-0.219, -3.933, -1.526], [-0.838, -3.282, -0.131], [-2.124, -1.705, -1.267], [-2.412, -3.170, -2.220], [1.142, 0.227, -3.958], [0.614, -1.149, -4.922], [2.917, -1.667, 3.278], [3.024, -1.292, 2.146], [3.081, -2.105, 1.069], [3.122, 0.205, 1.688], [3.677, 0.979, 2.468], [2.502, 0.471, 0.616], [1.117, -6.803, 4.748], [0.814, -5.394, 3.740], [-0.393, -4.733, 3.841], [-0.617, -3.629, 3.040], [-2.156, -2.800, 3.163], [0.336, -3.118, 2.120], [0.123, -2.074, 1.405], [1.552, -3.859, 2.047], [2.572, -3.502, 0.993], [2.075, -3.581, -0.276], [1.780, -4.961, 2.843], [-1.156, -5.067, 4.531], [3.456, -4.138, 1.114], [2.722, -5.492, 2.766], [0.895, 6.404, 3.497], [0.614, 5.256, 2.822], [1.350, 4.125, 3.094], [1.052, 2.958, 2.399], [0.032, 2.934, 1.448], [-0.680, 4.105, 1.197], [-0.398, 5.278, 1.884], [-0.350, 1.115, 0.374], [0.267, 1.978, -1.504], [-0.561, 2.112, -2.616], [-0.105, 2.703, -3.788], [1.202, 3.138, -3.834], [1.656, 3.720, -4.973], [2.070, 2.985, -2.773], [1.593, 2.403, -1.605], [-2.492, 1.402, 0.190], [-3.233, 2.297, -0.581], [-4.622, 2.313, -0.552], [-5.271, 1.413, 0.267], [-6.629, 1.424, 0.299], [-4.591, 0.502, 1.045], [-3.202, 0.502, 0.992], [2.148, 4.156, 3.825], [1.656, 2.078, 2.584], [-1.471, 4.115, 0.456], [-0.943, 6.195, 1.699], [-1.569, 1.710, -2.603], [-0.738, 2.797, -4.661], [3.100, 3.306, -2.866], [2.267, 2.267, -0.764], [-2.731, 3.018, -1.220], [-5.196, 3.007, -1.153], [-5.137, -0.198, 1.665], [-2.668, -0.238, 1.580]]
}

---

[3]
{
  "formula": "C31H21FIrN5O2",
  "method": "the ωB97M-V functional and the def2-TZVPD basis",
  "energy_ha": -1822.2939,
  "relative_energy_kj_mol": 1.3,
  "s2": 6.042,
  "spin_multiplicity": 5,
  "elements": ["Ir", "O", "C", "N", "C", "C", "C", "C", "C", "C", "N", "C", "O", "C", "C", "C", "C", "C", "N", "C", "C", "C", "C", "C", "N", "H", "H", "H", "H", "H", "H", "H", "H", "H", "H", "H", "H", "N", "C", "C", "C", "C", "C", "C", "C", "H", "H", "H", "H", "H", "F", "C", "C", "C", "C", "C", "C", "H", "H", "H", "H"],
  "positions_angstrom": [[0.304, 0.141, -0.459], [-2.599, 3.203, 0.151], [-1.610, 2.490, 0.101], [-1.174, 1.693, -0.916], [-1.698, 1.751, -2.180], [-2.784, 2.545, -2.594], [-3.168, 2.546, -3.913], [-2.504, 1.758, -4.875], [-1.450, 0.969, -4.519], [-1.018, 0.933, -3.164], [-0.046, 0.163, -2.672], [0.790, -0.659, -3.421], [0.942, -0.617, -4.624], [1.498, -1.647, -2.544], [1.995, -2.778, -3.101], [2.286, -3.877, -2.215], [2.346, -3.673, -0.896], [2.312, -2.249, -0.392], [1.456, -1.404, -1.198], [-0.649, 2.506, 1.268], [-0.894, 3.307, 2.370], [0.058, 3.357, 3.374], [1.226, 2.624, 3.230], [1.383, 1.839, 2.102], [0.456, 1.771, 1.150], [-3.302, 3.145, -1.866], [-4.002, 3.165, -4.219], [-2.834, 1.779, -5.905], [-0.929, 0.366, -5.244], [1.979, -2.890, -4.174], [2.366, -4.879, -2.619], [2.462, -4.489, -0.195], [3.351, -1.847, -0.417], [-1.815, 3.871, 2.405], [-0.102, 3.967, 4.253], [2.004, 2.648, 3.980], [2.270, 1.237, 1.948], [1.068, -1.272, 1.397], [1.914, -2.163, 1.065], [2.530, -3.147, 1.995], [3.914, -3.271, 2.074], [4.481, -4.195, 2.939], [3.670, -5.015, 3.710], [2.289, -4.910, 3.615], [1.719, -3.976, 2.764], [4.550, -2.641, 1.464], [5.558, -4.279, 3.004], [4.113, -5.740, 4.380], [1.652, -5.556, 4.205], [0.642, -3.889, 2.692], [-0.704, -0.026, 6.470], [-0.262, -0.363, 5.242], [-1.170, -0.460, 4.207], [-0.701, -0.791, 2.945], [0.651, -1.037, 2.732], [1.543, -0.924, 3.796], [1.089, -0.587, 5.060], [-2.218, -0.267, 4.389], [-1.383, -0.852, 2.104], [2.601, -1.086, 3.634], [1.767, -0.490, 5.897]]
}

---

[4]
{
  "formula": "C31H21MnN5O4SSe",
  "method": "the ωB97M-V functional and the def2-TZVPD basis",
  "energy_ha": -5719.4292,
  "relative_energy_kj_mol": 13.3,
  "charge": -1,
  "s2": 6.042,
  "spin_multiplicity": 5,
  "elements": ["Mn", "O", "C", "N", "C", "O", "C", "C", "C", "C", "C", "N", "C", "C", "C", "C", "C", "N", "H", "H", "H", "H", "H", "H", "H", "H", "Se", "C", "C", "C", "N", "C", "C", "H", "H", "H", "H", "N", "C", "C", "C", "C", "C", "C", "C", "H", "H", "H", "H", "O", "C", "O", "C", "C", "C", "C", "S", "C", "C", "H", "H", "H", "H", "H"],
  "positions_angstrom": [[-0.967, -0.895, 0.010], [-4.674, 0.396, 1.142], [-3.600, 0.112, 0.660], [-2.586, -0.664, 1.144], [-2.596, -1.269, 2.373], [-3.459, -1.306, 3.222], [-1.262, -1.963, 2.616], [-0.964, -2.505, 3.847], [0.285, -3.073, 4.040], [1.181, -3.084, 2.986], [0.798, -2.537, 1.773], [-0.398, -1.983, 1.588], [-3.222, 0.652, -0.719], [-4.056, 1.528, -1.381], [-3.674, 2.000, -2.627], [-2.482, 1.555, -3.170], [-1.711, 0.659, -2.449], [-2.059, 0.228, -1.239], [-1.718, -2.451, 4.621], [0.558, -3.494, 5.000], [2.171, -3.507, 3.089], [1.460, -2.526, 0.918], [-4.976, 1.815, -0.890], [-4.299, 2.700, -3.169], [-2.141, 1.886, -4.143], [-0.785, 0.263, -2.842], [-0.702, 2.047, 2.354], [0.423, 1.695, 3.837], [1.726, 2.176, 3.921], [2.488, 1.879, 5.041], [2.051, 1.153, 6.075], [0.800, 0.694, 5.985], [-0.037, 0.926, 4.903], [2.144, 2.766, 3.114], [3.507, 2.245, 5.114], [0.447, 0.101, 6.824], [-1.039, 0.515, 4.884], [1.080, -5.951, -5.115], [0.799, -5.152, -4.333], [0.445, -4.151, -3.354], [-0.887, -3.960, -2.982], [-1.207, -2.987, -2.048], [-0.247, -2.164, -1.418], [1.078, -2.404, -1.823], [1.430, -3.360, -2.767], [-1.658, -4.574, -3.431], [-2.258, -2.865, -1.799], [1.880, -1.814, -1.381], [2.466, -3.502, -3.054], [2.724, 4.047, -5.131], [2.680, 4.486, -3.845], [2.970, 5.628, -3.617], [2.256, 3.501, -2.804], [2.008, 2.156, -3.063], [1.615, 1.293, -2.054], [1.465, 1.747, -0.736], [1.027, 0.646, 0.556], [1.716, 3.104, -0.482], [2.103, 3.960, -1.498], [2.454, 3.122, -5.169], [2.124, 1.733, -4.058], [1.433, 0.247, -2.273], [1.580, 3.476, 0.527], [2.293, 5.007, -1.300]]
}